This record from the Open Molecules 2025 dataset describes C44H34As2MgN5O6S2 as an isolated structure. The level of theory is ωB97M-V/def2-TZVPD.

Geometry as XYZ:
```
94
Properties=species:S:1:pos:R:3:mulliken_charge:R:1
Mg 1.0562 1.4632 -0.4432 3.96
C -0.4812 1.4378 3.8806 -0.79
C -1.8554 1.5564 3.7660 -0.90
C -2.4255 1.5485 2.5060 -0.24
C -1.5950 1.4377 1.3978 0.67
N -0.2720 1.3543 1.5100 0.99
C 0.2726 1.3421 2.7198 -1.02
C -2.1134 1.3572 0.0031 -0.63
C -3.4332 1.5972 -0.3547 -0.90
C -3.7812 1.4791 -1.6905 -1.51
C -2.8233 1.1296 -2.6248 -0.38
C -1.5231 0.9160 -2.1858 -0.10
N -1.2006 1.0282 -0.9029 0.76
C -0.3916 0.5601 -3.0865 0.13
C -0.5794 0.1483 -4.3973 -0.55
C 0.5285 -0.2200 -5.1439 -0.77
C 1.7812 -0.1696 -4.5606 -0.98
C 1.8871 0.2617 -3.2450 -0.46
N 0.8226 0.6188 -2.5320 0.51
H 0.0072 1.4274 4.8456 0.43
H -2.4788 1.6416 4.6477 0.37
H -3.4986 1.6080 2.3895 0.25
H 1.3522 1.2746 2.7463 0.41
H -4.1701 1.8877 0.3801 0.51
H -4.8008 1.6659 -2.0035 0.45
H -3.0831 1.0470 -3.6699 0.48
H -1.5721 0.0923 -4.8209 0.40
H 0.4085 -0.5506 -6.1684 0.44
H 2.6723 -0.4618 -5.0979 0.49
H 2.8461 0.2951 -2.7403 0.36
O 3.3045 -2.4497 0.7276 -0.75
As 3.3687 -0.8114 -0.0162 1.07
O 4.1242 -1.0793 -1.4408 -0.94
O 1.7857 -0.3134 0.0800 -0.52
C 4.4128 0.1064 1.3455 -0.04
C 5.1370 -0.6767 2.2413 -0.67
C 5.9139 -0.0914 3.2302 -0.61
C 5.9785 1.2902 3.3332 -0.57
C 5.2628 2.0791 2.4473 -0.95
C 4.4807 1.4919 1.4622 0.16
S 3.5339 2.5850 0.4076 1.39
O 4.2810 3.8095 0.3453 -0.76
O 3.3640 1.8460 -0.8516 -0.68
O 2.2193 2.6743 1.0630 -0.64
H 3.7830 -2.9948 0.0885 0.29
H 5.0799 -1.7535 2.1637 0.45
H 6.4711 -0.7170 3.9168 0.38
H 6.5890 1.7546 4.0977 0.38
H 5.3088 3.1590 2.4945 0.49
C 0.1371 -7.2870 -0.6323 -0.45
C 1.1133 -6.4146 -0.1697 -0.67
C 1.0044 -5.0537 -0.4168 -0.15
C -0.0886 -4.5468 -1.1166 0.28
C -1.0640 -5.4245 -1.5756 -0.30
C -0.9490 -6.7890 -1.3365 -0.74
As -0.1230 -2.5931 -1.3776 0.47
C -0.8738 -2.2422 0.3866 0.66
C -0.1706 -2.1860 1.5781 -0.24
C -0.8663 -1.9912 2.7646 -0.54
C -2.2484 -1.8427 2.7522 -0.92
C -2.9495 -1.8816 1.5563 -0.44
C -2.2627 -2.0835 0.3645 -0.06
C -2.8695 -2.1627 -0.9794 0.83
C -4.2164 -1.9844 -1.2789 -0.20
C -4.6538 -2.0869 -2.5910 -0.86
C -3.7534 -2.3639 -3.6135 -0.81
C -2.4058 -2.5379 -3.3209 -0.89
C -1.9642 -2.4444 -2.0100 -0.10
H 0.2231 -8.3500 -0.4436 0.36
H 1.9638 -6.7927 0.3843 0.41
H 1.7674 -4.3764 -0.0468 0.36
H -1.9241 -5.0489 -2.1163 0.32
H -1.7165 -7.4625 -1.6988 0.38
H 0.9083 -2.2735 1.5755 0.27
H -0.3274 -1.9419 3.7029 0.40
H -2.7806 -1.6791 3.6815 0.35
H -4.0260 -1.7521 1.5571 0.42
H -4.9255 -1.7570 -0.4916 0.33
H -5.7030 -1.9452 -2.8207 0.40
H -4.1017 -2.4419 -4.6364 0.42
H -1.7009 -2.7417 -4.1194 0.42
C -0.9911 5.0204 2.8849 -0.74
C -0.5216 5.4635 1.5299 0.89
C -0.2670 6.7976 1.2423 -0.98
C 0.1425 7.0678 -0.0532 -0.16
N 0.3460 6.1357 -0.9651 -0.60
C 0.1336 4.8541 -0.5877 0.39
S 0.4841 3.6080 -1.7280 -0.69
N -0.3526 4.5066 0.6260 -0.01
H -1.2784 5.8643 3.5127 0.42
H -0.1888 4.4681 3.3781 0.14
H -1.8346 4.3377 2.7823 0.06
H -0.3987 7.5796 1.9777 0.37
H 0.3191 8.0933 -0.3712 0.38
```

Results
ΔE to the lowest compared entry with this formula, charge and spin ... 9.8 kJ/mol
2S+1 ... 1
Charge ... -1
Electronic energy ... -214716.78424 eV
HOMO level ... -4.37 eV

This record from the Open Molecules 2025 dataset describes C44H35BrCl2N2O8RbTe as an isolated structure in a non-equilibrium geometry. The level of theory is ωB97M-V/def2-TZVPD.

Geometry as XYZ:
```
94
Properties=species:S:1:pos:R:3:mulliken_charge:R:1
Rb -0.6112 -0.4151 1.5113 0.34
O 4.3600 0.2829 -0.4136 -0.60
C 3.2096 -0.3518 -0.1103 0.03
O 2.1782 0.2246 0.0769 0.18
C 3.3716 -1.8498 -0.0904 -0.02
C 4.5001 -2.4376 -0.6447 -0.68
C 4.5761 -3.8196 -0.6579 -0.82
C 3.5284 -4.5420 -0.1179 -0.15
C 2.4578 -3.8513 0.4413 0.12
N 2.3705 -2.5274 0.4606 0.71
C 1.3479 -4.6286 1.1134 -0.14
O 0.8147 -5.6197 0.3462 -0.45
O 0.9871 -4.4491 2.2310 -0.44
H 4.1574 1.2311 -0.3788 0.46
H 5.2875 -1.8213 -1.0508 0.56
H 5.4371 -4.3224 -1.0777 0.46
H 3.5469 -5.6242 -0.0972 0.56
H 1.0845 -5.4928 -0.5721 0.41
Cl -1.0790 -2.9492 -0.4374 0.04
C -2.4911 -3.5305 0.4792 -0.59
Cl -3.1917 -2.2811 1.5080 0.00
H -2.1613 -4.3484 1.1093 0.45
H -3.2356 -3.8380 -0.2461 0.38
C -1.7478 5.8839 -3.2332 -1.57
C -1.4157 4.8678 -2.1734 0.28
C -0.8394 5.2171 -0.9701 -0.66
C -0.5150 4.2914 0.0297 0.66
C 0.0482 4.8721 1.2741 -0.27
O -0.1990 6.0279 1.5901 -0.69
C 0.9668 4.0877 2.1644 0.66
C 1.8637 3.1521 1.6597 0.12
C 2.7526 2.5161 2.5108 -0.26
C 2.7306 2.7896 3.8731 -0.39
C 1.8257 3.7088 4.3807 -0.77
C 0.9562 4.3676 3.5241 -0.53
C -0.8187 2.9010 -0.1336 0.37
O -0.6531 1.9968 0.7446 -0.57
C -1.3977 2.5617 -1.4062 -1.18
C -1.6866 3.5061 -2.3626 0.28
C -1.6886 1.1238 -1.6949 -0.60
N -0.8881 0.3402 -2.3004 0.60
C 0.4274 0.8215 -2.6657 0.18
C 1.0623 -0.0447 -3.7410 -1.87
Te 1.0895 -2.1453 -3.3672 0.31
C -0.8279 -2.6531 -4.0601 0.57
C -1.6045 -1.7997 -4.8334 -0.38
C -2.8647 -2.1977 -5.2615 -0.48
C -3.3607 -3.4479 -4.9248 -0.57
C -2.5843 -4.3047 -4.1561 -0.60
C -1.3257 -3.9100 -3.7260 -0.49
C -3.0183 0.5717 -1.2871 0.58
C -3.8213 1.2607 -0.3851 -0.14
C -5.0635 0.7531 -0.0232 -1.01
C -5.5207 -0.4323 -0.5771 -0.51
C -4.7214 -1.1258 -1.4797 -0.79
C -3.4729 -0.6353 -1.8210 0.44
H -1.4789 6.8876 -2.9013 0.34
H -2.8158 5.8919 -3.4686 0.33
H -1.2146 5.6944 -4.1694 0.30
H -0.6199 6.2581 -0.7579 0.39
H 1.8390 2.9063 0.6071 0.15
H 3.4442 1.7741 2.1280 0.09
H 3.4044 2.2664 4.5374 0.54
H 1.7886 3.9017 5.4458 0.35
H 0.2507 5.0987 3.8963 0.43
H -2.1431 3.1805 -3.2964 0.41
H 1.0560 0.8115 -1.7733 -0.19
H 0.4093 1.8576 -3.0240 0.36
H 2.1185 0.2113 -3.8524 0.58
H 0.6042 0.0914 -4.7202 0.63
H -1.2546 -0.8072 -5.0787 0.12
H -3.4658 -1.5126 -5.8463 0.39
H -4.3478 -3.7494 -5.2511 0.39
H -2.9621 -5.2816 -3.8800 0.38
H -0.7439 -4.5830 -3.1065 0.35
H -3.4641 2.1892 0.0426 0.46
H -5.6727 1.2889 0.6936 0.41
H -6.4915 -0.8231 -0.2978 0.36
H -5.0735 -2.0538 -1.9163 0.45
H -2.8328 -1.1723 -2.5071 0.26
Br 4.7349 -1.3878 3.2112 -0.20
C 3.3027 -0.9000 4.3818 0.08
C 3.6078 -0.3844 5.6292 -0.64
C 2.5569 0.0180 6.4454 -0.55
C 1.2447 -0.0925 6.0099 -0.36
C 0.9566 -0.6614 4.7754 0.49
C 2.0011 -1.0674 3.9490 0.55
C -0.4937 -0.8538 4.3193 -0.28
O -1.3130 0.0002 4.6944 -0.77
O -0.6748 -1.8314 3.5548 -0.53
H 4.6370 -0.2845 5.9458 0.40
H 2.7738 0.4347 7.4219 0.34
H 0.4164 0.2526 6.6148 0.46
H 1.7830 -1.5300 2.9933 0.23
```

Results
ΔE to the lowest compared entry with this formula, charge and spin ... 115.0 kJ/mol
2S+1 ... 1
Charge ... -1
Electronic energy ... -168596.60568 eV
HOMO level ... -4.46 eV